(1)
{"formula": "C5H9N", "method": "the ωB97M-V functional and the def2-TZVPD basis", "elements": ["C", "C", "C", "H", "H", "H", "C", "H", "N", "H", "H", "H", "C", "H", "H"], "xyz": [[-0.92370, -0.64461, -0.20827], [0.37257, -0.17598, 0.47270], [0.66648, 1.23501, 0.18636], [-2.29322, 0.04521, 1.33856], [-1.04916, -1.71085, 0.01103], [-2.04805, 1.20414, 0.02035], [2.90974, -0.61599, -0.67134], [-3.05791, -0.22796, -0.23442], [0.89682, 2.33921, -0.07257], [3.32001, 0.15267, 0.02137], [1.22106, -0.83086, 0.14985], [0.29967, -0.29888, 1.55992], [-2.15002, 0.13916, 0.25560], [-0.80667, -0.55369, -1.29393], [2.57738, 0.00265, -1.53503]], "forces_ev_per_a": [[-0.011, -0.056, -0.077], [-0.022, -0.007, 0.036], [0.262, 0.864, -0.263], [0.031, 0.008, -0.153], [0.042, 0.155, -0.029], [-0.014, -0.149, 0.037], [0.022, 0.214, -0.039], [0.173, 0.046, 0.068], [-0.294, -1.062, 0.296], [-0.102, -0.168, -0.109], [-0.139, 0.230, 0.036], [0.056, 0.036, -0.145], [-0.025, 0.039, 0.026], [-0.010, -0.017, 0.144], [0.031, -0.135, 0.173]], "mulliken_charge": [-0.454, -0.120, 0.225, 0.294, 0.335, 0.346, -0.530, 0.337, -0.434, 0.227, 0.133, 0.293, -1.143, 0.260, 0.229], "orbital_gap_ev": [8.570, 8.639], "total_charge": 0}

---

(2)
{"formula": "C54H39N6OS3SbSeTa", "method": "the ωB97M-V functional and the def2-TZVPD basis", "elements": ["H", "C", "H", "C", "H", "H", "C", "C", "H", "N", "H", "C", "C", "H", "H", "Sb", "C", "C", "H", "Se", "C", "N", "H", "C", "H", "C", "H", "H", "C", "C", "C", "C", "C", "H", "H", "H", "C", "C", "C", "H", "H", "C", "H", "N", "C", "H", "H", "H", "C", "C", "H", "N", "Ta", "C", "C", "C", "H", "H", "C", "C", "C", "C", "C", "N", "H", "C", "C", "S", "C", "C", "H", "H", "H", "C", "H", "C", "H", "C", "C", "C", "C", "C", "H", "C", "C", "H", "C", "O", "H", "C", "H", "C", "H", "C", "C", "C", "N", "H", "H", "C", "S", "S", "C", "C", "H", "C"], "xyz": [[-2.90473, 5.99869, -3.56161], [-0.01966, -0.30068, -1.70100], [1.14270, -1.09397, 4.97533], [-0.43925, -2.37099, 4.14097], [8.30959, 4.69780, -3.08139], [3.12808, -0.58713, 2.90713], [0.51247, 2.98377, 1.71284], [-3.22648, -6.24937, 5.24031], [-1.76934, -5.68340, -4.82895], [-2.42011, 0.07512, -1.08247], [-2.49318, -7.63853, 3.78003], [-1.14321, 2.37842, 0.31014], [-2.85365, -2.81206, -0.99818], [1.41147, 0.15246, -3.18037], [5.48435, 0.78988, 0.95050], [1.28385, -4.89226, 0.46452], [-2.66043, -6.59667, 4.02262], [-3.20645, 4.66319, 0.04227], [-4.60907, -0.10500, -3.54878], [2.98368, 0.49741, -0.18319], [0.81369, 0.70373, 2.76966], [5.39384, 1.93387, -0.76280], [-4.32457, 2.35960, -2.54484], [4.29274, 0.67663, 4.19177], [6.47673, 2.26211, 0.98865], [3.16010, 2.59726, 5.07524], [-3.88575, 7.42587, -1.79265], [-3.49099, -7.01355, 5.95998], [-2.15409, -3.91384, -5.98137], [3.14163, 0.30875, 3.51421], [0.43549, -1.32505, 4.19614], [-2.99655, 5.62594, -2.54942], [-1.17606, -2.26165, 2.92694], [-3.89804, -4.63291, 6.48319], [-4.08637, 6.55573, 0.51474], [7.00206, 0.85930, 0.02523], [-3.63133, -3.96426, -0.70970], [-3.78838, 1.47193, -2.25597], [-2.55515, 4.34690, -2.24564], [0.62761, 1.58609, -2.43618], [-0.54889, -3.16192, 4.86321], [2.00695, 2.22987, 4.39626], [5.21657, 2.12908, 5.47468], [3.79478, 2.32090, -2.18725], [-2.62225, -3.24019, 1.16811], [-2.24056, -4.64084, -2.68750], [-2.55356, -1.98459, -6.82937], [1.24315, 3.53346, 2.27944], [-3.54764, 6.42470, -1.55823], [6.13902, 1.43231, 0.36665], [5.18270, 0.06315, 4.11603], [-0.74919, -1.11951, 2.24607], [-0.84611, -0.81221, 0.15387], [-2.80770, 1.40177, -1.23616], [1.99195, 1.09812, 3.58391], [-2.37030, -4.05796, -3.58795], [-0.53309, 4.50853, 0.54308], [4.27925, 4.08713, -4.42647], [6.32771, 4.46772, -3.85957], [0.28791, 1.57298, 1.80275], [-3.05714, -0.64458, -2.05013], [-2.50927, -4.26934, 3.40956], [-2.65278, 3.85213, -0.94718], [-2.24720, -2.37689, 0.13976], [1.10088, 2.81213, 4.51001], [-2.51419, -2.57454, -5.92162], [-2.30401, -5.61519, 3.10974], [1.96844, -3.08811, -1.12741], [-3.52330, -4.19945, 0.63372], [-2.18232, 2.48292, -0.60281], [-3.27947, -2.88622, 4.85619], [-4.01820, -4.96987, 1.19964], [-1.83943, -5.88781, 2.16918], [0.47742, 0.57040, -2.79889], [-2.11548, 3.72306, -3.01408], [-3.09518, -3.92881, 4.62885], [-4.23088, -4.50667, -1.42185], [-2.08070, -4.64660, -4.80493], [4.31063, 1.83213, 4.96132], [0.22202, -0.53533, 3.03118], [5.90197, 2.81326, -1.70960], [-0.39223, 3.47890, 0.82701], [-0.25886, 0.56636, -3.60679], [-2.86786, -2.05676, -2.21165], [4.10569, 1.62564, -1.05959], [-3.03583, -0.92205, -4.67925], [-3.44817, -4.91239, 5.53891], [-0.40467, -1.45897, -1.88913], [7.93553, 3.22194, -1.12143], [7.14887, 3.40030, -1.84205], [-3.29136, 4.28025, 1.05151], [-2.74997, -2.70592, -3.50741], [2.88596, 2.26520, -2.60994], [7.34532, 4.22915, -2.93852], [5.07205, 3.89306, -3.71627], [-2.80045, -1.97610, -4.70854], [-0.66701, 1.20651, 0.88260], [6.52084, 5.11371, -4.70532], [3.16005, 3.48297, 5.69827], [-3.65433, 5.93927, -0.26319], [1.13694, -2.26077, 0.57017], [-0.53778, -5.82385, -0.45406], [-3.92544, 0.20906, -2.77721], [-2.09943, -3.20207, 2.45919], [-1.90629, -4.37344, -6.92948], [4.87873, 3.06172, -2.62789]], "forces_ev_per_a": [[-0.003, 0.009, 0.007], [0.508, 0.352, -0.530], [-0.017, 0.000, -0.003], [0.093, 0.152, -0.102], [-0.005, 0.003, 0.007], [0.008, 0.005, -0.072], [-0.029, 0.089, -0.148], [-0.001, 0.018, 0.037], [-0.004, 0.005, 0.004], [0.057, -0.152, 0.279], [0.028, 0.011, 0.002], [-0.097, 0.255, -0.340], [-0.154, 0.052, -0.212], [0.000, 0.008, 0.005], [-0.027, 0.006, -0.023], [-0.439, -0.326, -0.492], [-0.022, -0.052, 0.007], [-0.032, -0.047, -0.069], [0.003, -0.009, 0.039], [0.003, -0.095, 0.106], [0.046, 0.016, -0.129], [-0.026, 0.061, -0.053], [0.009, 0.021, -0.024], [0.021, -0.020, 0.030], [-0.006, 0.002, -0.011], [0.010, 0.045, 0.031], [-0.022, -0.013, -0.004], [-0.018, -0.018, -0.032], [0.012, -0.027, -0.021], [0.006, 0.075, -0.001], [-0.061, -0.145, 0.016], [0.023, -0.018, -0.013], [-0.089, -0.379, 0.058], [-0.006, -0.007, -0.008], [-0.002, 0.002, -0.009], [-0.014, 0.005, -0.011], [0.061, -0.064, 0.079], [0.100, -0.048, 0.168], [0.073, -0.020, 0.035], [0.028, -0.018, 0.017], [-0.055, 0.001, 0.014], [-0.048, -0.059, -0.003], [-0.023, -0.009, 0.029], [0.105, 0.045, -0.004], [-0.154, -0.110, 0.216], [0.053, 0.025, 0.040], [-0.005, 0.001, 0.011], [0.017, -0.008, 0.001], [0.007, 0.048, -0.004], [0.067, -0.054, 0.137], [-0.023, -0.006, -0.004], [0.025, -0.056, -0.093], [-0.642, 0.071, 0.096], [-0.162, 0.166, -0.021], [0.029, 0.031, -0.006], [-0.033, 0.069, -0.006], [-0.007, 0.006, 0.015], [0.013, -0.010, -0.010], [-0.014, 0.020, -0.020], [-0.080, -0.217, 0.170], [0.002, -0.039, -0.042], [-0.071, -0.069, 0.077], [-0.039, 0.080, -0.018], [0.094, 0.247, -0.098], [0.020, 0.036, -0.026], [-0.015, 0.017, -0.048], [0.097, 0.034, 0.021], [0.275, -0.377, 0.022], [0.099, 0.107, -0.021], [0.137, -0.115, 0.103], [0.029, 0.013, 0.000], [0.016, -0.015, 0.015], [-0.012, 0.010, -0.025], [0.006, 0.002, 0.098], [-0.016, 0.001, -0.019], [-0.017, -0.019, -0.063], [-0.020, 0.056, -0.016], [-0.045, -0.026, -0.036], [0.036, -0.004, -0.002], [-0.012, 0.225, 0.127], [-0.023, 0.119, -0.162], [0.165, -0.102, 0.115], [-0.032, -0.063, 0.015], [-0.197, -0.009, 0.331], [-0.095, 0.042, -0.107], [0.062, -0.050, -0.091], [-0.019, 0.011, 0.020], [0.091, -0.116, 0.178], [0.011, -0.019, -0.022], [-0.028, -0.045, 0.051], [-0.001, 0.000, 0.003], [-0.011, -0.020, -0.136], [-0.028, -0.032, 0.014], [0.038, -0.001, 0.021], [-0.064, -0.014, 0.008], [-0.057, -0.052, 0.096], [-0.286, -0.356, -0.005], [-0.016, 0.011, 0.010], [-0.018, -0.005, -0.003], [0.007, 0.015, 0.039], [0.128, 0.459, 0.173], [0.422, 0.234, 0.264], [0.037, 0.030, -0.035], [0.119, 0.108, -0.060], [-0.024, 0.001, -0.001], [0.170, -0.001, 0.056]], "mulliken_charge": [0.397, 1.400, 0.572, -1.347, 0.382, 0.527, -1.515, -0.445, 0.419, 0.203, 0.414, -0.324, 0.158, 0.534, 0.194, 0.319, -0.882, -0.090, 0.833, -0.311, 1.402, 0.364, 0.682, -0.932, 0.338, -0.898, 0.392, 0.387, -0.428, -0.176, -1.815, -0.880, 0.069, 0.398, 0.387, 0.335, -1.271, -1.022, -0.179, 0.096, 0.582, -0.131, 0.397, 0.247, -0.109, 0.164, 0.397, 0.772, -0.419, -0.965, 0.455, -0.494, 1.413, -0.545, -0.558, -0.147, 0.604, 0.406, -0.498, 0.498, 0.583, 0.010, -0.086, 0.638, 0.600, -1.010, -0.169, -0.263, -1.101, 1.767, 0.492, 0.661, 0.309, -1.607, 0.511, -0.122, 0.669, -1.050, -0.482, 0.861, 0.510, -1.348, 0.287, 0.150, -0.142, 0.425, -0.830, -0.323, 0.434, -0.519, 0.468, 1.058, 0.068, -0.616, -0.639, -0.631, -0.204, 0.391, 0.411, -0.853, -0.152, -0.528, -1.538, 1.609, 0.387, 0.157], "orbital_gap_ev": [4.505, 5.422], "total_charge": 0, "s_squared": 0.867, "spin_multiplicity": 2}

---

(3)
{"formula": "C7H8Cl5N2O2SSbSe4Ti", "method": "the ωB97M-V functional and the def2-TZVPD basis", "elements": ["Cl", "C", "H", "H", "H", "H", "Cl", "Se", "H", "C", "Cl", "Cl", "Cl", "Sb", "H", "C", "N", "H", "S", "Se", "C", "Se", "O", "N", "C", "O", "Se", "C", "C", "Ti", "H"], "xyz": [[0.94151, -0.75925, 5.44758], [-2.50450, -1.37359, -3.19178], [0.53675, -4.20806, -0.72880], [-2.76106, -1.51032, -4.24036], [-1.59094, -1.91571, -2.95990], [-1.99097, 0.77577, -4.96820], [-1.36946, 0.96694, 5.13448], [3.44785, 2.32577, 1.09017], [-1.44912, 3.12188, -3.60698], [-2.02515, 1.01176, -3.91555], [-1.64395, -4.87307, -0.17827], [-0.01776, -2.69667, 0.97768], [1.27694, 1.96014, 4.54181], [1.38799, 2.32123, -0.11998], [0.44760, -4.97494, 0.88020], [-1.77102, 2.15700, -3.26102], [-1.91842, 1.87757, -1.91594], [-1.71979, 2.50852, -1.15493], [-2.46381, -0.21768, -0.23534], [-0.82112, 2.44029, 1.35255], [-2.22173, 0.59252, -1.71619], [0.95664, -0.11721, -1.19503], [1.13738, 0.01099, 2.28460], [-2.31002, 0.04849, -2.94611], [0.11107, -0.02869, 3.04033], [-0.95956, -0.56671, 2.63788], [1.07046, 3.99031, -1.82917], [0.22151, 0.57228, 4.48330], [-0.01329, -4.28086, 0.19769], [-0.19142, 0.16542, 0.87661], [-3.29930, -1.75064, -2.55792]], "forces_ev_per_a": [[-0.069, -0.011, -0.036], [0.064, 0.282, -0.041], [0.065, 0.026, -0.111], [-0.006, 0.005, 0.019], [0.090, -0.035, 0.020], [-0.044, 0.005, 0.190], [0.038, -0.037, -0.124], [-0.123, -0.006, 0.010], [-0.006, -0.013, 0.057], [-0.008, -0.390, 0.087], [0.054, 0.054, 0.023], [-0.068, -0.791, 0.429], [0.015, 0.015, -0.149], [0.328, 0.407, -0.376], [0.073, -0.127, 0.129], [0.045, 0.028, 0.337], [-0.054, 0.324, -0.334], [0.161, 0.218, 0.266], [-0.395, -0.278, -0.086], [0.676, 0.799, -0.386], [-0.086, -0.077, -0.279], [0.712, 0.765, -0.350], [0.198, -0.010, 1.808], [-0.043, -0.298, -0.278], [0.465, -0.410, 1.020], [0.491, 0.198, 0.822], [-0.164, -0.070, -0.038], [-0.008, -0.368, -0.275], [-0.109, 0.245, -0.241], [-2.204, -0.450, -2.154], [-0.089, -0.001, 0.045]], "mulliken_charge": [-0.158, -0.822, 0.264, 0.309, 0.272, 0.406, -0.117, -0.621, 0.398, -0.211, -0.173, 0.065, -0.062, 0.754, 0.331, -0.566, 0.232, 0.107, -0.394, -0.663, -0.112, -0.672, -0.237, 0.238, 0.247, -0.484, -0.687, 0.772, -0.428, 0.697, 0.313], "orbital_gap_ev": [6.453, 6.433], "total_charge": -1, "s_squared": 0.761, "spin_multiplicity": 2}

---

(4)
{"formula": "C5H4BrN", "method": "the ωB97M-V functional and the def2-TZVPD basis", "elements": ["C", "C", "C", "H", "Br", "C", "C", "N", "H", "H", "H"], "xyz": [[0.84322, 0.06523, 0.87961], [-0.82612, -1.49507, -0.77110], [-0.11120, 1.86091, -0.13161], [0.06098, 2.87351, -0.50823], [2.60475, -0.85391, 1.09027], [-1.17577, -0.28734, -0.47042], [-1.07105, 0.98553, -0.43510], [1.04515, 1.19688, 0.34506], [-0.02516, -0.22948, 1.57320], [-0.05747, -1.90471, -0.13848], [-1.28734, -2.21157, -1.43320]], "forces_ev_per_a": [[2.464, 0.976, 2.180], [-0.319, -1.668, 0.385], [0.560, -0.506, -0.786], [-0.476, -0.353, 0.431], [-1.373, -0.072, 0.245], [-0.463, 1.566, -1.399], [-0.936, 0.410, 0.514], [-0.971, -0.280, 0.057], [1.434, -0.023, -1.448], [0.269, -0.353, 0.139], [-0.188, 0.303, -0.317]], "mulliken_charge": [-0.321, -0.534, -0.268, 0.376, -0.179, 0.398, -0.191, -0.315, 0.563, 0.190, 0.281], "orbital_gap_ev": 8.389, "total_charge": 0, "smiles": "C=C=C=C/N=C/Br"}

---

Computed values of E_tot (unit: eV) for the preceding records, in sequence: -6816.12504 -173564.49798 -378955.92876 -76777.09854.